Entry 1:
{"formula": "C3H3AuLiO3", "method": "ωB97M-V/def2-TZVPD", "elements": ["O", "C", "C", "O", "O", "C", "Au", "H", "H", "H", "Li"], "positions_angstrom": [[-1.575, -0.100, 0.185], [-0.579, -0.114, 0.909], [0.334, -0.241, -2.003], [-0.568, 0.228, 2.114], [0.681, -0.365, 0.386], [1.080, -0.079, -0.818], [-2.556, 0.426, 1.718], [0.646, 0.358, -2.860], [-0.489, -0.949, -2.095], [2.052, 0.419, -0.826], [0.975, 0.416, 3.292]], "forces_ev_per_a": [[-2.131, -0.458, -3.490], [10.024, -1.169, -1.216], [0.370, -0.255, -0.302], [-0.369, -0.355, -0.198], [-2.970, -0.348, 3.582], [0.438, 0.953, -3.029], [-7.263, 1.704, 3.510], [0.062, -0.039, -0.324], [-0.164, -0.083, -0.142], [0.531, -0.134, -0.040], [1.472, 0.183, 1.648]], "charge": 4, "homo_energy_ev": [-29.52, -31.87], "e_tot_ev": -13133.2783, "multiplicity": 4, "fmax_ha_per_bohr": 0.198}



Entry 2:
{"formula": "C3H3BaO2", "method": "ωB97M-V/def2-TZVPD", "elements": ["C", "C", "H", "H", "H", "O", "C", "O", "Ba"], "positions_angstrom": [[-1.491, 0.248, -0.715], [-0.352, -0.473, -0.532], [-1.494, 1.337, -0.648], [-0.275, -1.540, -0.761], [-2.421, -0.263, -0.966], [1.437, 0.478, -1.045], [0.913, 0.146, 0.025], [1.212, 0.416, 1.195], [2.471, -0.350, 3.446]], "forces_ev_per_a": [[0.428, 0.015, -0.248], [-0.032, -0.467, 0.553], [-0.052, -0.283, 0.058], [-0.085, 0.357, -0.070], [0.212, 0.155, 0.041], [0.231, -0.211, 0.005], [-1.142, 0.941, -1.059], [0.946, -0.992, 1.676], [-0.506, 0.485, -0.955]], "charge": 2, "relative_energy_kj_mol": 0.00, "homo_energy_ev": [-17.61, -18.12], "e_tot_ev": -7929.9272, "multiplicity": 2, "fmax_ha_per_bohr": 0.042}



Entry 3:
{"formula": "C3H3Br2Cl", "method": "ωB97M-V/def2-TZVPD", "elements": ["C", "C", "C", "Cl", "Br", "Br", "H", "H", "H"], "positions_angstrom": [[0.386, 0.113, -1.137], [-2.537, 0.909, 0.540], [1.106, -0.206, 0.135], [-1.535, 0.335, -0.707], [0.370, -1.331, -2.380], [-1.736, 1.025, 2.203], [0.709, -1.072, 0.675], [2.141, -0.432, -0.126], [1.096, 0.659, 0.796]], "forces_ev_per_a": [[0.758, 0.780, 0.003], [-0.205, 0.051, -0.387], [-0.108, -0.370, 0.159], [-0.889, 0.016, -0.034], [-0.035, -0.429, 0.034], [0.315, -0.086, 0.318], [0.138, -0.039, -0.007], [0.047, 0.028, -0.079], [-0.020, 0.048, -0.008]], "charge": 0, "relative_energy_kj_mol": 582.78, "homo_energy_ev": [-7.99, -7.99], "e_tot_ev": -155759.9838, "fmax_ha_per_bohr": 0.021}



Entry 4:
{"formula": "C3H3Br2N", "method": "ωB97M-V/def2-TZVPD", "elements": ["C", "C", "C", "N", "Br", "Br", "H", "H", "H"], "positions_angstrom": [[-2.131, -1.095, 1.154], [-0.023, -0.253, 0.109], [-0.748, -1.051, 1.097], [-3.275, -1.034, 0.939], [-0.833, 0.886, 3.284], [0.198, -2.357, 1.933], [0.925, 0.087, 0.296], [-0.498, 0.594, -0.341], [0.176, -0.930, -0.669]], "forces_ev_per_a": [[-1.987, 0.401, -0.968], [-1.482, 0.125, -0.941], [0.628, 1.568, 1.604], [1.008, -0.289, 0.509], [0.044, -0.591, -0.762], [0.417, -0.885, 0.421], [2.339, 0.574, 1.651], [-1.043, 0.282, 0.107], [0.077, -1.184, -1.623]], "charge": 0, "relative_energy_kj_mol": 213.88, "homo_energy_ev": [-10.31, -9.28], "e_tot_ev": -144731.7847, "fmax_ha_per_bohr": 0.057}



Entry 5:
{"formula": "C3H3Br2N", "method": "ωB97M-V/def2-TZVPD", "elements": ["C", "C", "C", "N", "Br", "Br", "H", "H", "H"], "positions_angstrom": [[-0.606, -1.028, -0.095], [-0.365, 0.423, -0.475], [0.843, 0.144, 0.470], [0.517, -1.232, 0.489], [-1.836, 1.589, -0.072], [2.533, 0.646, -0.137], [-1.438, -1.587, -0.260], [-0.211, 0.419, -1.581], [0.562, 0.626, 1.661]], "forces_ev_per_a": [[2.371, 2.713, 0.214], [-0.871, -1.605, -0.766], [-1.774, 3.142, 3.362], [-0.547, -2.076, 0.249], [0.191, 0.327, 0.152], [1.016, 0.235, -0.136], [-2.044, -2.129, -0.358], [0.463, 0.619, 0.984], [1.195, -1.226, -3.701]], "charge": 0, "relative_energy_kj_mol": 173.01, "homo_energy_ev": -10.26, "e_tot_ev": -144732.2083, "fmax_ha_per_bohr": 0.096}



Entry 6:
{"formula": "C3H3Br3O", "method": "ωB97M-V/def2-TZVPD", "elements": ["C", "C", "C", "O", "Br", "Br", "Br", "H", "H", "H"], "positions_angstrom": [[0.226, 0.149, 0.328], [-0.993, -0.392, -0.257], [-2.165, -1.111, 0.974], [0.261, -1.018, -0.460], [-3.779, -1.691, 0.032], [-1.398, -2.552, 1.976], [-2.439, 0.441, 2.082], [0.787, 1.085, 0.119], [0.353, -0.067, 1.371], [-1.605, -0.209, -1.059]], "forces_ev_per_a": [[0.052, 1.151, 0.643], [0.236, -2.568, 3.959], [2.100, 1.188, -2.208], [-0.769, -0.205, -0.485], [0.575, 0.318, 0.353], [0.026, 0.161, -0.207], [-0.578, -0.099, 0.210], [-0.589, -0.786, -0.882], [-0.089, -0.201, 0.617], [-0.962, 1.041, -1.999]], "charge": 0, "relative_energy_kj_mol": 163.13, "homo_energy_ev": -10.08, "e_tot_ev": -215331.6947, "fmax_ha_per_bohr": 0.092}



Entry 7:
{"formula": "C3H3Br3O", "method": "ωB97M-V/def2-TZVPD", "elements": ["C", "C", "C", "O", "Br", "Br", "Br", "H", "H", "H"], "positions_angstrom": [[-2.418, 1.165, 0.951], [-1.687, 0.927, -0.093], [2.102, -1.025, -0.415], [-3.051, 1.440, 1.886], [-1.778, -0.605, -1.154], [1.727, 0.856, 0.002], [0.983, -2.160, 0.746], [3.145, -1.289, -0.003], [-0.906, 1.657, -0.397], [1.881, -0.966, -1.523]], "forces_ev_per_a": [[-0.070, 0.257, 0.219], [1.894, 2.008, -0.694], [0.722, 0.387, 0.677], [-1.495, 0.229, 1.938], [-0.051, -1.509, -1.257], [0.459, -0.110, 0.215], [0.247, 0.204, -0.856], [-1.624, 0.677, -1.463], [-0.520, -0.925, -0.292], [0.438, -1.217, 1.514]], "charge": 0, "relative_energy_kj_mol": 0.00, "homo_energy_ev": [-6.28, -10.46], "e_tot_ev": -215329.9397, "multiplicity": 3, "fmax_ha_per_bohr": 0.055}



Entry 8:
{"formula": "C3H3BrCl2", "method": "ωB97M-V/def2-TZVPD", "elements": ["C", "C", "C", "Cl", "Cl", "Br", "H", "H", "H"], "positions_angstrom": [[-0.412, -0.887, -0.718], [-0.524, -1.173, 0.541], [0.894, -0.923, 0.038], [-0.985, 3.045, 0.189], [1.642, 0.675, 0.486], [2.090, -2.414, -0.028], [-0.773, -1.007, -1.749], [-1.105, 4.164, -0.281], [-0.828, -1.479, 1.522]], "forces_ev_per_a": [[1.110, -1.074, -0.521], [2.328, 0.288, 0.162], [-2.609, 0.976, 0.161], [0.218, -2.039, 0.848], [0.014, -1.016, -0.292], [0.091, 0.266, -0.088], [-0.048, 0.509, 0.786], [-0.259, 2.080, -0.863], [-0.844, 0.010, -0.193]], "charge": 0, "relative_energy_kj_mol": 171.89, "homo_energy_ev": -9.67, "e_tot_ev": -98244.1649, "fmax_ha_per_bohr": 0.054, "smiles": "ClC1(Br)C=C1.Cl"}



Entry 9:
{"formula": "C3H3BrCl2O", "method": "ωB97M-V/def2-TZVPD", "elements": ["C", "C", "C", "O", "Cl", "Cl", "Br", "H", "H", "H"], "positions_angstrom": [[-2.277, -0.789, -0.511], [-4.316, -0.328, 0.688], [-0.066, 0.041, -0.091], [-1.469, 0.149, -0.330], [-1.710, -2.400, -0.503], [-5.316, -1.629, 0.349], [-4.893, 1.262, -0.133], [0.462, 0.149, -1.042], [0.181, -0.922, 0.360], [0.199, 0.862, 0.575]], "forces_ev_per_a": [[-2.562, 0.223, -0.060], [1.588, 0.136, 0.445], [1.037, -0.161, 0.173], [0.579, 0.749, 0.095], [0.676, -0.772, 0.093], [-0.677, -0.650, -0.393], [-0.336, 0.398, -0.332], [-0.139, -0.015, 0.116], [-0.072, 0.198, -0.034], [-0.095, -0.107, -0.102]], "charge": 0, "relative_energy_kj_mol": 505.68, "homo_energy_ev": -8.09, "e_tot_ev": -100288.9227, "fmax_ha_per_bohr": 0.050}



Entry 10:
{"formula": "C3H3BrClF", "method": "ωB97M-V/def2-TZVPD", "elements": ["C", "C", "C", "F", "Cl", "Br", "H", "H", "H"], "positions_angstrom": [[0.852, -1.362, 0.295], [1.276, -0.081, 0.370], [-2.203, 1.951, -0.902], [1.725, 0.629, -0.687], [-1.954, 1.841, 0.708], [-2.706, 0.266, -1.658], [0.591, -1.826, 1.267], [0.721, -1.906, -0.624], [1.698, 0.488, 1.229]], "forces_ev_per_a": [[0.097, 1.850, 1.352], [1.556, -1.032, 0.402], [-0.272, 0.039, -1.724], [-0.559, -0.264, -0.710], [0.200, -0.266, 1.473], [0.103, 0.211, 0.253], [0.219, 0.221, -0.878], [-0.089, 0.100, -0.133], [-1.254, -0.859, -0.035]], "charge": 0, "relative_energy_kj_mol": 239.53, "homo_energy_ev": -9.36, "e_tot_ev": -88437.7200, "fmax_ha_per_bohr": 0.045}